Density functional theory data (the ωB97M-V functional and the def2-TZVPD basis) for C34H66N4OPdSSi2 as an isolated structure at a distorted geometry.

## Properties
Frontier orbital gap in Eh: 0.1519
Relative energy (zero: lowest compared OMol25 entry of this formula, charge and spin) in eV: 0.117
F_max in eV Å⁻¹: 1.06
HOMO energy in eV: 0.0

Geometry as ORCA input:
```
! RIJCOSX wB97M-V def2-TZVPD def2/J DEFGRID3
* xyz -2 1
Pd 0.03280 -0.43353 0.03986
C 0.74519 5.32532 1.33165
C 1.49040 4.19584 2.04269
C 1.30793 4.32227 3.55699
C 2.98176 4.27459 1.67975
N 0.86550 2.95061 1.62355
N 1.60337 1.79640 2.01522
H 1.05224 6.29548 1.72912
H -0.33142 5.20397 1.46855
H 0.95668 5.30206 0.25860
H 1.81703 5.20859 3.94894
H 1.70562 3.42737 4.03574
H 0.24349 4.38665 3.79042
H 3.39100 5.25709 1.93347
H 3.10610 4.10069 0.60780
H 3.54014 3.50694 2.21690
H 0.73349 2.96127 0.61812
H 0.97014 0.98633 1.90096
H 2.33666 1.62215 1.33125
C 0.75518 0.18229 -2.85386
S 0.73295 1.42501 -1.50890
O 2.14004 1.58761 -1.05793
C 0.70039 2.72188 -2.86997
C 1.87925 3.39611 -3.15811
C 1.91443 4.36294 -4.15225
C 0.75874 4.67705 -4.85787
C -0.43054 4.02811 -4.54738
C -0.46055 3.06147 -3.55269
H 1.65528 0.35432 -3.44528
H -0.14397 0.28407 -3.46247
H 0.77939 -0.78029 -2.35217
H 2.76585 3.11582 -2.59983
H 2.84720 4.86015 -4.39502
H 0.78708 5.41741 -5.64930
H -1.33183 4.27249 -5.09909
H -1.39102 2.55361 -3.31327
C -1.67348 1.23506 2.96464
Si -1.91204 0.25213 1.29093
C -3.41068 1.34610 0.52772
C -4.67081 1.52508 1.37324
C -3.82339 0.77279 -0.83109
C -2.80143 2.72784 0.27496
C -2.67121 -1.43522 2.08387
C -3.07171 -2.39144 0.95977
C -1.50585 -2.08778 2.83473
C -3.83616 -1.30275 3.06552
H -2.59500 1.40481 3.53667
H -1.21566 2.20267 2.75430
H -0.97376 0.69978 3.61244
H -5.23792 0.59418 1.43813
H -5.33425 2.28445 0.92646
H -4.42796 1.84945 2.38779
H -4.28480 -0.21346 -0.71951
H -2.94036 0.67357 -1.47269
H -4.54809 1.42845 -1.34157
H -2.54700 3.21860 1.21720
H -3.50301 3.37671 -0.27361
H -1.87982 2.63955 -0.30923
H -2.22287 -2.52600 0.28552
H -3.91974 -2.00129 0.38598
H -3.35946 -3.37931 1.35667
H -0.64671 -2.21312 2.16935
H -1.79333 -3.07714 3.22593
H -1.18583 -1.47162 3.67869
H -4.75391 -0.97549 2.57191
H -3.60521 -0.58573 3.85805
H -4.04877 -2.27277 3.54431
C 2.92357 -1.45482 1.98235
Si 2.06125 -1.70006 0.24732
C 2.08183 -3.66505 0.30001
C 3.60723 -1.46747 -0.92624
C 3.52523 -1.78857 -2.28555
C 4.53958 -1.49199 -3.18492
C 5.70077 -0.86673 -2.74779
C 5.81819 -0.54490 -1.40155
C 4.78538 -0.83280 -0.51909
H 3.76042 -2.14673 2.14691
H 2.18864 -1.62231 2.77520
H 3.28982 -0.43178 2.11006
H 3.09849 -4.06289 0.39873
H 1.62871 -4.13303 -0.58000
H 1.50165 -3.99833 1.16755
H 2.63163 -2.28210 -2.65845
H 4.42558 -1.73901 -4.23691
H 6.49832 -0.62654 -3.44291
H 6.72157 -0.06006 -1.04269
H 4.89886 -0.54865 0.52144
C -3.04618 -5.43630 -3.91367
C -2.61075 -4.14396 -4.61785
N -2.56895 -2.98415 -3.75357
C -3.74644 -2.14459 -3.67532
C -4.79456 -2.59502 -2.65421
C -1.49805 -2.73608 -2.89546
C -0.22951 -3.51645 -3.13415
N -1.47749 -1.87375 -1.96796
H -2.84869 -6.30288 -4.54985
H -4.11063 -5.41384 -3.67951
H -2.49400 -5.55519 -2.98170
H -3.30208 -3.92832 -5.43684
H -1.62503 -4.29757 -5.06066
H -4.19456 -2.11236 -4.67338
H -3.42365 -1.13069 -3.42851
H -5.31792 -3.48958 -2.99719
H -5.52900 -1.80106 -2.50563
H -4.32020 -2.80760 -1.69573
H 0.23768 -3.21145 -4.07483
H -0.38549 -4.59598 -3.15313
H 0.43704 -3.26929 -2.31127
H -2.32257 -1.34282 -1.78603
*
```